[1]
12
Properties=species:S:1:pos:R:3:forces:R:3 method="wB97M-V/def2-TZVPD" relative_energy_kcal_mol=30.2 e_tot_ha=-7930.93357 e_lumo_ev=-4.81 max_force_ev_per_a=6.57 total_charge=+1
C 1.082125 1.266448 -0.280239 2.128 3.425 -5.183
C -2.601509 -0.053424 0.011691 0.349 2.770 0.248
N 0.990988 0.523864 0.684204 -3.936 -1.091 1.483
O -1.559015 -0.292143 0.528623 -0.461 -0.577 -0.164
Br -3.143835 1.927544 -0.086004 0.363 -1.626 0.069
Br -3.777959 -1.158786 -0.819407 -0.379 -0.625 -0.166
Br 2.001803 -2.724794 0.186613 -1.955 0.885 1.553
H 1.997644 1.866822 -0.634603 -0.892 -1.474 1.072
H 0.310614 1.345868 -1.050071 -0.666 0.310 0.921
H 2.975560 -3.201830 -0.597832 1.939 -0.889 -1.536
H 1.783617 0.218655 1.156792 1.486 -0.434 1.784
H -0.060031 0.281772 0.900231 2.023 -0.675 -0.080

=====

[2]
14
Properties=species:S:1:pos:R:3:forces:R:3 method="wB97M-V/def2-TZVPD" relative_energy_kcal_mol=30.0 e_tot_ha=-303.49869 e_lumo_ev="-4.34 / -9.21" max_force_ev_per_a=2.65 multiplicity=2 total_charge=+1
C -0.999165 -1.111568 -2.270356 -0.119 0.875 -0.904
C -0.886132 -0.015609 -1.238975 1.962 -1.546 0.897
N 0.180280 0.018851 -0.445475 -1.476 0.629 -0.023
O -1.793289 0.823470 -1.091803 -0.621 0.426 -0.347
H -0.008673 -1.360660 -2.644827 0.230 0.131 0.275
H -1.525328 -0.654646 -3.110900 -0.348 -0.566 0.000
H -1.460346 -2.012739 -1.876851 -0.379 0.184 0.131
H 0.108161 0.651246 0.347099 0.505 -0.130 0.112
H 0.712474 -0.825018 -0.294801 0.203 -0.100 -0.042
C 1.626760 0.676726 2.936501 0.193 -0.045 0.197
N 1.653886 -0.299549 2.125911 0.258 -0.016 0.147
H 0.856509 0.736643 3.702190 -0.327 0.119 -0.304
H 2.384963 1.461490 2.953650 0.136 -0.135 0.180
H 2.557626 -0.292978 1.643896 -0.216 0.174 -0.320